No. 1
Formula: C34H31F9IN5O5W
Source: the OMol25 dataset
Level of theory: ωB97M-V/def2-TZVPD

```
86
C34H31F9IN5O5W (ωB97M-V/def2-TZVPD)
H 1.29 2.52 2.07
H -0.01 -0.74 3.68
H -3.21 3.36 -0.16
H -1.03 -2.48 0.32
C -0.08 -2.15 0.71
I 5.06 5.31 -4.94
C -2.59 0.88 0.88
C 1.79 2.62 -4.07
C -0.07 0.35 3.63
H 4.68 -2.49 2.54
H 0.36 3.70 1.14
N 2.44 -4.70 3.02
H 3.27 -0.87 1.92
O 0.70 1.66 -0.73
C 1.74 2.60 -2.68
O -0.33 -1.21 -2.00
C 1.97 -2.61 1.85
H 6.98 -6.20 5.07
F -1.42 1.89 -4.78
C 1.45 -0.46 0.91
C 2.83 -3.54 2.57
C 5.90 -4.69 4.03
H 1.09 2.02 -4.63
C -4.38 2.88 -2.81
C 3.55 -5.25 3.62
C 2.33 -1.29 1.59
F -3.90 4.07 -2.42
C -2.03 0.11 1.96
H -0.45 0.69 4.60
H -2.95 -2.83 -2.29
C -0.94 0.80 2.50
C 6.02 -5.91 4.66
C -3.83 0.76 -4.07
H -3.06 -1.77 1.68
N -2.71 -1.13 -1.19
C -0.76 1.97 1.75
H -1.93 4.20 0.71
N -2.26 -2.36 -1.72
H -3.32 -1.30 -0.39
H 2.85 -7.16 4.36
H -4.31 1.08 -0.43
H 0.94 0.73 3.54
C -2.21 2.70 -4.07
C 0.72 -3.03 1.40
H -4.59 1.53 1.25
C 4.94 -6.79 4.78
H -3.37 -0.99 3.22
F -4.16 1.12 -5.31
C -4.07 0.83 0.59
H 2.79 3.40 -5.80
F -4.93 0.26 -3.47
H 4.29 4.73 -2.01
C -1.00 -2.25 -2.37
C -3.22 1.89 -3.18
C 4.64 -4.38 3.52
C 0.31 2.99 1.97
C 3.64 4.14 -3.97
H -1.83 -1.79 2.94
F -5.22 3.10 -3.83
C -1.76 2.06 0.75
W -1.08 0.35 -0.79
F -5.12 2.41 -1.80
H 6.74 -4.01 3.94
O -0.64 -3.13 -3.12
C -2.59 -1.17 2.47
C 2.64 3.36 -1.94
C -2.14 3.35 0.06
O -0.19 1.19 -2.62
C 3.59 4.13 -2.58
H -3.22 -0.56 -1.87
N 0.26 -0.87 0.47
N 4.15 -3.28 2.84
C 0.72 1.79 -2.00
C 3.69 -6.48 4.27
H -4.48 -0.16 0.82
H 1.71 0.56 0.70
F -2.97 -0.27 -4.17
H 5.08 -7.74 5.29
H 0.13 3.54 2.89
C 2.74 3.39 -4.72
O -2.72 1.30 -2.07
H -1.62 3.51 -0.88
F -2.86 3.47 -4.96
H 0.40 -4.05 1.57
F -1.45 3.52 -3.34
H 2.59 3.34 -0.86
```

Its highest occupied orbital energy (spin up / spin down) is -7.6 / -8.1 eV. The gap between HOMO and LUMO (spin up / spin down) is 6.79 / 7.08 eV. The expectation value of S² is 2.02. As for the net charge: 0. Its multiplicity is 3. The LUMO energy (spin up / spin down) comes out at -0.812 / -1.038 eV.



No. 2
Formula: C5H12NS
Source: the OMol25 dataset
Level of theory: ωB97M-V/def2-TZVPD

```
19
C5H12NS (ωB97M-V/def2-TZVPD)
H 1.01 -0.86 -1.09
H 0.41 1.97 0.72
H -0.32 1.08 2.98
H -1.54 0.74 -1.85
C -0.83 -1.81 -1.06
H -0.36 -0.74 1.12
H 1.11 -0.04 2.88
H -0.78 -2.39 -0.13
S -0.23 -2.82 -2.48
N -0.25 0.02 0.46
H 1.71 1.04 0.70
C 0.00 -0.50 -0.88
H -0.07 1.52 -1.75
C -0.47 0.50 -1.90
C 0.66 0.95 1.07
H -0.33 0.14 -2.92
H 1.39 1.72 2.90
H -1.81 -1.45 -1.40
C 0.69 0.94 2.61
```

As for the SMILES: CCN[C@H](C)C[S-]. Its highest occupied orbital energy is -2.3 eV. The gap between HOMO and LUMO is 5.76 eV. As for the net charge: -1. The LUMO energy comes out at 3.480 eV.



No. 3
Formula: C4H11NSi
Source: the OMol25 dataset
Level of theory: ωB97M-V/def2-TZVPD

```
17
C4H11NSi (ωB97M-V/def2-TZVPD)
C 0.98 1.80 -0.20
Si 0.11 0.19 0.20
H 2.07 -1.17 0.36
H 1.89 -0.80 -1.26
C -0.57 -0.18 2.01
H -2.32 -1.38 -2.38
H 0.88 -2.17 -0.52
H 1.94 1.81 -0.56
H 0.98 2.67 0.50
H -2.47 0.52 -0.97
H -0.81 0.72 2.59
H 0.01 -0.83 2.65
H 0.44 2.21 -1.12
C 1.33 -1.16 -0.43
C -1.55 -0.25 -1.05
N -1.49 -1.26 -1.82
H -1.43 -0.71 1.99
```

As for the SMILES: [H]/N=C/[Si](C)(C)C. Its highest occupied orbital energy is -8.8 eV. The gap between HOMO and LUMO is 9.79 eV. As for the net charge: 0. The LUMO energy comes out at 0.976 eV.



No. 4
Formula: C15H38AuGeO2SbSe
Source: the OMol25 dataset
Level of theory: ωB97M-V/def2-TZVPD

```
59
C15H38AuGeO2SbSe (ωB97M-V/def2-TZVPD)
H 2.63 -2.02 -0.13
C -3.19 1.63 3.96
H -2.49 -1.51 1.53
C -1.18 -2.87 -2.05
H -1.85 -2.38 -1.35
H 4.55 0.97 -3.90
Sb 0.70 -1.93 -1.99
C 3.43 2.24 -1.87
C -2.48 2.61 1.71
H 1.39 -3.60 -3.88
H -2.71 2.56 0.64
Au 0.95 0.61 -1.86
C -1.72 -3.16 2.71
Ge -0.25 0.72 1.39
H -1.07 -2.28 0.86
H -0.68 -4.97 3.33
C -0.64 -0.87 2.44
H 0.36 4.74 -1.31
H 0.32 -1.29 2.73
C -3.33 1.57 2.45
H 4.42 2.52 -2.25
H 2.18 -3.66 -0.64
H -0.79 3.37 -1.28
H -2.17 1.43 4.30
H 1.14 -2.77 0.49
H -3.47 2.62 4.34
C -0.97 2.46 1.91
H -0.09 3.91 -2.84
H -0.31 -4.46 1.69
H -1.11 -0.51 3.36
H -2.61 -3.71 2.40
H 2.75 -2.48 -3.64
C 1.68 -2.55 -3.76
O 1.17 2.85 -1.56
H 0.39 -3.60 3.07
H -2.77 3.61 2.03
H 2.27 3.47 -3.21
H -3.84 0.90 4.44
C -0.51 -4.09 2.70
H -0.70 2.58 2.96
H -1.02 -3.91 -1.77
H -1.91 -2.81 3.73
C 1.80 -2.68 -0.36
H -0.43 3.22 1.36
C 0.09 3.79 -1.77
C 3.46 0.86 -3.87
O 3.03 0.99 -2.49
H 1.35 -1.97 -4.62
H 2.70 4.25 -1.68
C -1.52 -1.94 1.80
C 2.41 3.31 -2.13
H -3.08 0.56 2.09
H 2.99 1.62 -4.50
H -1.58 -2.82 -3.06
H 1.26 0.81 1.06
H 3.51 2.02 -0.80
H 3.18 -0.13 -4.20
H -4.37 1.72 2.17
Se -1.22 0.43 -0.88
```

Its highest occupied orbital energy is -15.0 eV. The gap between HOMO and LUMO is 7.00 eV. As for the net charge: +2. The LUMO energy comes out at -8.027 eV.



No. 5
Formula: C32H28KN5P2SSe2
Source: the OMol25 dataset
Level of theory: ωB97M-V/def2-TZVPD

```
71
C32H28KN5P2SSe2 (ωB97M-V/def2-TZVPD)
C 8.20 -2.55 -2.36
P 1.43 -2.49 -1.36
H -0.29 -7.76 -0.22
C 2.35 -2.34 -2.91
C 4.49 -4.82 -0.92
C -5.60 -1.08 1.27
C 3.57 -1.68 -2.93
N 2.94 -0.73 1.68
C 6.28 -2.55 -0.89
H -5.09 -1.74 1.97
H 4.96 -3.90 -2.81
C 4.59 -4.79 -2.31
C 4.25 -5.90 -3.07
H 0.62 -7.27 -2.46
C 3.72 -1.99 -5.30
C 0.04 -5.77 0.52
S -1.94 2.34 1.72
H -2.08 0.16 -2.98
H -3.94 0.64 2.24
N -3.84 0.59 1.23
C 2.48 -2.62 -5.30
C 3.78 -2.33 0.50
C -3.11 0.50 -2.84
C 0.07 -6.77 -0.45
C -2.88 1.40 0.69
C 3.82 -7.06 -2.44
C 1.79 -2.78 -4.11
H -6.28 -0.45 1.84
H 3.35 -7.99 -0.56
H 1.47 -5.03 -2.98
N -2.70 1.36 -0.65
C 4.26 -1.51 -4.12
H 2.05 -2.98 -6.22
H -3.18 1.51 -3.25
Se -0.34 -1.28 -1.47
C 7.26 -3.24 -1.60
C 1.04 -5.22 -2.01
H 5.22 -1.00 -4.11
C 0.57 -6.49 -1.71
C 7.23 -0.47 -1.66
H 3.99 -1.30 -2.01
H 7.30 -4.33 -1.56
H 4.26 -1.87 -6.23
C 3.70 -7.09 -1.06
P 5.13 -3.49 0.15
H 5.55 -0.62 -0.32
C -3.42 0.54 -1.38
H 7.22 0.61 -1.66
C 2.53 -2.01 -0.02
C 6.28 -1.16 -0.91
C 0.49 -4.50 0.22
N 4.00 -1.50 1.55
H 4.00 -6.03 0.78
H -6.19 -1.70 0.59
H 4.35 -5.87 -4.14
H -0.33 -5.99 1.51
H -4.99 -0.97 -1.45
N 2.04 -1.02 0.75
C 0.99 -4.21 -1.06
H 3.57 -7.94 -3.03
H -3.78 -0.16 -3.39
C 8.18 -1.17 -2.39
H 0.80 -3.22 -4.12
C 4.03 -5.98 -0.30
K 0.55 0.91 0.70
Se 6.06 -4.27 1.87
H 8.91 -0.63 -2.98
H 8.95 -3.10 -2.91
H 0.46 -3.72 0.97
C -4.62 -0.26 0.52
C -4.42 -0.30 -0.83
```

Its highest occupied orbital energy is -7.3 eV. The gap between HOMO and LUMO is 6.92 eV. As for the net charge: 0. The LUMO energy comes out at -0.395 eV.



No. 6
Formula: C18H42N3OP2SZr
Source: the OMol25 dataset
Level of theory: ωB97M-V/def2-TZVPD

```
68
C18H42N3OP2SZr (ωB97M-V/def2-TZVPD)
C -1.86 2.58 0.89
C 0.01 -3.32 -3.79
C -0.65 0.01 -3.24
H -2.75 2.52 3.75
H 1.89 -1.70 3.90
S 1.23 -1.47 1.25
H 2.13 -1.91 -4.70
O -2.09 -1.67 0.44
P 0.43 -1.08 -2.19
C -2.35 1.95 -0.42
H -0.32 -2.65 -4.58
H -1.30 3.50 0.70
C 2.30 -0.91 -4.30
C -2.31 1.61 4.16
H -1.92 -1.12 4.32
H 1.62 -0.22 -4.80
H -2.25 1.46 -3.06
P -0.76 1.43 1.84
H 1.88 0.73 3.02
H 0.11 -3.35 -0.30
C -1.16 -0.60 3.72
N -1.25 1.32 -1.18
H -1.52 1.89 4.87
H 1.06 -3.59 -3.96
Zr 0.51 0.56 -0.21
H 2.97 -3.06 3.92
H -2.68 0.30 2.51
H 3.07 -1.73 -0.97
H -2.57 -0.03 -2.20
H 3.52 -4.11 1.98
H -0.52 4.34 2.55
H -0.27 -4.67 -1.41
H -2.84 2.72 -1.03
C 2.32 -2.46 2.07
C -0.21 -2.76 -2.38
H 1.03 1.39 4.45
H -0.57 -4.25 -3.89
H 3.32 -0.61 -4.58
H -2.70 2.85 1.54
H -0.80 -1.30 2.96
C 2.17 -0.86 -2.78
H -0.32 -0.33 4.38
H 2.42 0.17 -2.47
N 3.01 -3.42 1.45
C 0.60 2.45 2.57
C 0.11 3.75 3.22
H 1.91 1.91 -0.53
N 2.46 -2.36 3.40
H -1.07 -0.61 -4.04
H 1.21 2.31 -0.78
H -3.09 1.11 4.75
C 3.16 -1.79 -2.07
H 2.86 -3.56 0.46
C 1.52 1.65 3.50
H 4.19 -1.49 -2.33
C -1.16 -0.98 0.30
H -0.45 3.56 4.14
C -1.80 0.64 3.09
C 0.28 -3.73 -1.31
H 3.04 -2.84 -2.37
H 2.40 2.26 3.73
H -1.30 -2.63 -2.23
H -3.16 1.20 -0.21
H 1.35 -3.96 -1.43
H 1.20 2.75 1.69
C -1.76 0.69 -2.43
H 0.97 4.37 3.47
H 0.00 0.76 -3.73
```

Its highest occupied orbital energy (spin up / spin down) is -18.3 / -18.3 eV. The gap between HOMO and LUMO (spin up / spin down) is 7.48 / 7.48 eV. As for the net charge: +3. The LUMO energy (spin up / spin down) comes out at -10.822 / -10.822 eV.